Entry one
The following is a DFT calculation (ωB97M-V/def2-TZVPD) of a molecular structure, ClNO5S.

Structure (XYZ):
```
8
Properties=species:S:1:pos:R:3:lowdin_charge:R:1
N 1.40694 0.42886 -0.03017 -0.4468
O 2.28424 -0.32075 0.10760 0.1381
O 1.36908 1.59823 0.01977 0.1308
O -0.40345 -1.15334 1.13756 -0.2245
O -0.27992 -1.19105 -1.29743 -0.2127
O -1.23200 0.77409 0.07403 -0.7138
S -0.25672 -0.49600 -0.07903 0.5920
Cl -2.88818 0.35997 0.06767 0.7369
```

As for the net charge: 0. The gap between HOMO and LUMO comes out at 0.3639 Ha.

---

Entry two
The following is a DFT calculation (ωB97M-V/def2-TZVPD) of 2 unconnected molecules or ions with the total composition ClNO5S.

Structure (XYZ):
```
8
Properties=species:S:1:pos:R:3:lowdin_charge:R:1
N 1.44232 -0.57299 0.62424 -0.4639
O 2.05034 -0.49870 -0.39260 0.1451
O 1.77295 -0.36889 1.72258 0.1383
O -0.74563 1.70822 -0.46354 -0.4184
O -2.21812 1.05529 -2.26423 -0.4044
O 0.10266 -1.08682 0.35578 -0.5784
S -1.39105 0.63439 -1.17891 0.8580
Cl -1.01347 -0.87049 1.59667 0.7236
```

As for the net charge: 0. The gap between HOMO and LUMO comes out at 0.3963 Ha.

---

Need the numbers? Relative energies in eV: entry one 0.161; entry two 0.000.

---

Entry one
The following is a DFT calculation (ωB97M-V/def2-TZVPD) of a single C3H4ClNOS molecule.

Structure (XYZ):
```
11
Properties=species:S:1:pos:R:3:lowdin_charge:R:1
C -0.25083 1.29792 0.81941 -0.5973
C -0.26403 -0.18545 0.55567 -0.5976
C 0.71460 -1.34381 -1.19347 -0.3073
H 0.38834 1.50158 1.62425 0.0555
H -1.20971 1.68149 0.97910 0.0508
H -0.27975 -0.62714 1.55888 0.1189
H 1.62839 -1.71046 -1.66517 0.1409
N -0.46980 -1.50360 -1.59620 -0.2811
O 0.95688 -0.64783 -0.03850 -0.1020
S -1.60860 -0.76770 -0.57920 0.9149
Cl 0.39451 2.30501 -0.46477 0.6042
```

As for the net charge: 0. The gap between HOMO and LUMO comes out at 0.3451 Ha.

---

Entry two
The following is a DFT calculation (ωB97M-V/def2-TZVPD) of a single C3H4ClNOS molecule.

Structure (XYZ):
```
11
Properties=species:S:1:pos:R:3:lowdin_charge:R:1
C -0.88707 -0.69117 0.13797 -0.6542
C -0.33246 0.57198 0.09017 -0.9069
C 3.15571 -0.91371 0.09658 -0.1468
H -0.52174 -1.52039 -0.57932 0.1173
H -0.60064 -1.27310 1.07452 0.1236
H 3.32016 -1.91630 -0.24055 0.0612
H 3.89137 0.00210 0.18495 0.1078
N 1.89920 -0.77744 -0.07622 -0.3567
O -1.03949 1.55882 0.07090 -0.0455
S 1.34564 0.83840 -0.08216 1.0288
Cl -2.60087 -0.56105 -0.06512 0.6715
```

As for the net charge: 0. The gap between HOMO and LUMO comes out at 0.3678 Ha.

---

Need the numbers? Relative energies in eV: entry one 0.000; entry two 1.285.

---

Entry one
The following is a DFT calculation (ωB97M-V/def2-TZVPD) of a molecular structure, C15H22N5Pd.

Structure (XYZ):
```
43
Properties=species:S:1:pos:R:3:lowdin_charge:R:1
C -0.52613 1.02253 -2.53779 -0.5016
C -0.07448 2.46468 -2.60330 -0.0927
C 0.16348 0.17219 -3.59956 -0.0792
C -2.03333 0.99255 -2.72444 -0.1041
H -0.36269 0.20579 -4.56509 0.1122
H 0.18410 -0.86670 -3.26100 0.0610
H 1.19786 0.48340 -3.74834 0.0666
H -0.16548 2.87893 -3.61947 0.1082
H 0.96050 2.58994 -2.30774 0.0393
H -0.67516 3.08324 -1.93721 0.0917
H -2.38091 1.68376 -3.51085 0.1054
H -2.52175 1.29366 -1.79871 0.0729
H -2.39251 -0.00190 -2.99194 0.0716
C 2.13822 -0.30782 0.77435 -0.0971
C 2.34341 -0.53479 -0.63317 -0.1328
C 2.24606 0.74363 -1.28814 -0.1400
H 2.63235 -1.47058 -1.07673 0.1108
C 1.94715 1.71543 -0.27324 -0.1038
C 1.93704 1.07374 0.97394 -0.0929
H 1.84212 1.62044 1.91430 0.1013
H 2.28964 -1.08345 1.49884 0.1069
H 2.48580 0.92728 -2.32585 0.1095
H 1.87709 2.78298 -0.38837 0.1123
C -1.68233 -1.14920 0.96415 -0.0931
C -0.51879 -1.92443 0.94381 -0.0918
C -0.22721 -2.27374 -0.42192 -0.1218
H 0.01071 -2.36785 1.76988 0.1113
C -1.26384 -1.70219 -1.23783 -0.1547
C -2.12430 -0.94826 -0.36200 -0.1069
H -3.04023 -0.45368 -0.62592 0.1038
H -2.23217 -0.78088 1.82856 0.0929
H 0.57281 -2.91959 -0.75089 0.1118
H -1.38873 -1.86579 -2.31595 0.1177
Pd 0.15567 -0.02650 -0.81514 0.8935
N -1.30558 -1.25112 5.66852 0.1394
N -0.52870 -0.68903 4.69900 -0.2534
N 0.78750 -0.38482 5.03369 0.1449
C 1.20553 0.06179 3.82701 -0.2038
N 0.26303 -0.02057 2.85997 -0.0042
N -0.85636 -0.49730 3.46079 0.0491
H -2.22230 -1.50500 5.28967 0.1282
H -0.93197 -1.17130 6.58272 0.1030
H 2.21491 0.40053 3.63141 0.1085
```

As for the net charge: +1. The expectation value of S² is 6.022. The multiplicity is 5. The gap between HOMO and LUMO (spin up / spin down) comes out at 0.2975 / 0.2043 Ha.

---

Entry two
The following is a DFT calculation (ωB97M-V/def2-TZVPD) of a molecular structure, C15H22N5Pd.

Structure (XYZ):
```
43
Properties=species:S:1:pos:R:3:lowdin_charge:R:1
C -0.58233 1.13459 -2.88428 -0.4557
C -0.09276 2.54552 -2.73580 -0.0874
C 0.13944 0.23962 -3.83448 -0.0823
C -2.06581 1.01341 -2.81557 -0.0942
H -0.40196 0.22855 -4.78495 0.1009
H 0.19685 -0.79485 -3.47055 0.0672
H 1.15912 0.58686 -4.02277 0.0737
H -0.41736 3.10985 -3.62385 0.1049
H 1.00128 2.62642 -2.66136 0.0634
H -0.54069 3.01820 -1.84643 0.0910
H -2.49288 1.64207 -3.60243 0.1035
H -2.44926 1.37102 -1.85441 0.0783
H -2.40600 -0.00989 -2.97435 0.0747
C 2.16364 -0.37991 0.74252 -0.0987
C 2.31990 -0.62152 -0.66602 -0.1431
C 2.24190 0.65293 -1.33372 -0.1585
H 2.52354 -1.56984 -1.15435 0.1128
C 1.95510 1.65582 -0.33156 -0.1073
C 1.97084 1.00861 0.94647 -0.0865
H 1.89563 1.51946 1.90257 0.0910
H 2.24505 -1.13625 1.52235 0.1131
H 2.44497 0.82736 -2.38650 0.1048
H 1.85964 2.72673 -0.50589 0.1123
C -1.60668 -1.26932 1.07861 -0.0916
C -0.43354 -2.05387 1.00458 -0.0712
C -0.08975 -2.24724 -0.37317 -0.1198
H 0.07678 -2.52060 1.84549 0.1206
C -1.12165 -1.61423 -1.17390 -0.1910
C -2.02550 -0.93763 -0.25186 -0.0858
H -2.93796 -0.40793 -0.52585 0.1077
H -2.16267 -1.03275 1.98410 0.0830
H 0.70820 -2.85633 -0.77407 0.1094
H -1.26405 -1.75692 -2.23623 0.0991
Pd 0.17385 0.08649 -0.76398 0.8852
N -1.38114 -1.45989 5.63994 0.1251
N -0.58891 -0.60131 4.89160 -0.2559
N 0.71836 -0.44777 5.20890 0.1329
C 1.17286 0.09416 4.05991 -0.2155
N 0.24381 0.19574 3.09970 0.0138
N -0.89208 -0.31476 3.61880 0.0537
H -2.36037 -1.26864 5.47325 0.1020
H -1.09750 -1.39819 6.62065 0.1122
H 2.20009 0.41624 3.94892 0.1084
```

As for the net charge: +1. The expectation value of S² is 6.021. The multiplicity is 5. The gap between HOMO and LUMO (spin up / spin down) comes out at 0.2971 / 0.2257 Ha.

---

Need the numbers? Relative energies in eV: entry one 1.072; entry two 0.000.

---

Entry one
The following is a DFT calculation (ωB97M-V/def2-TZVPD) of a molecular structure, C6H15Cl4HgNO2.

Structure (XYZ):
```
29
Properties=species:S:1:pos:R:3:lowdin_charge:R:1
Hg -1.52474 1.19989 -0.96018 0.4379
Cl -2.14184 -0.91158 -2.55046 -0.4964
Cl -2.35250 2.83108 -2.98196 -0.4855
Cl -3.46105 0.55636 0.70834 -0.4123
Cl -0.66161 3.28196 0.69962 -0.5047
C 1.18406 2.70168 -2.32865 -0.1502
O 0.57547 1.48722 -1.91912 -0.3941
C 1.45608 0.36891 -1.76987 -0.2118
C 1.50469 0.02679 -0.29217 -0.2065
N 0.15386 -0.26163 0.21266 -0.1051
C 0.14982 -0.38446 1.67794 -0.2191
C 0.47066 -1.81609 2.12070 -0.2344
O -0.42187 -2.74926 1.52291 -0.2150
C -1.76147 -2.61197 2.01204 -0.1046
H 0.42079 3.46011 -2.46844 0.0363
H 1.70773 2.51407 -3.27525 0.0799
H 1.91259 3.04589 -1.58509 0.0766
H 2.43990 0.50348 -2.21799 0.1142
H 0.88872 -0.41890 -2.28776 0.0966
H 1.91861 0.84239 0.29996 0.1133
H 2.12572 -0.87745 -0.16611 0.1127
H -0.19462 -1.17519 -0.08257 0.0862
H -0.82771 -0.14188 2.09149 0.0809
H 0.87936 0.29751 2.11492 0.1107
H 0.38110 -1.88590 3.21417 0.1080
H 1.49361 -2.11948 1.88793 0.1066
H -1.81458 -2.46946 3.09589 0.0826
H -2.24370 -3.53357 1.69231 0.0829
H -2.25710 -1.76054 1.53473 0.0146
```

As for the net charge: -2. The gap between HOMO and LUMO comes out at 0.2441 Ha.

---

Entry two
The following is a DFT calculation (ωB97M-V/def2-TZVPD) of a molecular structure, C6H15Cl4HgNO2.

Structure (XYZ):
```
29
Properties=species:S:1:pos:R:3:lowdin_charge:R:1
Hg 0.94361 1.35481 1.72071 0.5212
Cl 3.24369 1.80148 0.28525 -0.5566
Cl 2.52612 1.78923 4.11090 -0.5917
Cl 0.31205 4.04665 1.49272 -0.5531
Cl -1.32348 0.88643 3.16406 -0.4132
C 2.10391 -1.73196 2.69880 -0.1441
O 1.37994 -0.90238 1.86723 -0.3523
C 0.54646 -1.71354 1.01088 -0.1972
C -0.48580 -0.82695 0.35865 -0.2581
N -0.07742 0.50515 -0.05862 -0.1343
C -1.22461 1.25388 -0.59181 -0.2165
C -1.80584 0.90789 -1.92825 -0.2166
O -0.92620 -0.01861 -2.53704 -0.2489
C -1.03622 -0.15180 -3.99639 -0.0564
H 1.46888 -2.36450 3.31907 0.0882
H 2.85460 -1.35453 3.39314 0.0747
H 2.70174 -2.23249 1.93711 0.0863
H 0.01527 -2.40259 1.66750 0.1160
H 1.11418 -2.33297 0.31656 0.1177
H -1.35095 -0.76576 1.01885 0.0640
H -0.78447 -1.46070 -0.47636 0.1083
H 0.49881 0.39793 -0.88115 0.1000
H -0.87868 2.27184 -0.77118 0.0887
H -1.97611 1.41815 0.18043 0.1049
H -1.80528 1.78381 -2.57700 0.1166
H -2.74237 0.35843 -1.83288 0.1180
H -2.05985 -0.47897 -4.17868 0.0727
H -0.36898 -0.91428 -4.39826 0.0805
H -0.86298 0.87635 -4.31421 0.0815
```

As for the net charge: -2. The gap between HOMO and LUMO comes out at 0.2061 Ha.

---

Need the numbers? Relative energies in eV: entry one 0.000; entry two 1.986.